No. 1
C35H52BiOP4 | ωB97M-V/def2-TZVPD

Geometry as ORCA input:
```
! RIJCOSX wB97M-V def2-TZVPD def2/J DEFGRID3
* xyz 3 1
Bi -1.162 -0.937 0.350
P 0.582 1.969 0.055
P -3.365 0.888 -0.727
P 1.760 -1.555 -0.056
H -2.039 -1.644 -2.196
C -2.381 -2.463 -1.535
C -1.719 -2.999 -0.373
H -2.300 -3.537 0.432
C 0.994 2.640 -1.592
C -0.567 3.161 0.844
C 2.094 2.095 1.080
C -4.797 0.135 -1.561
C -4.059 1.954 0.601
C -3.008 2.185 -1.966
C 1.759 -3.325 -0.502
C 2.723 -1.355 1.482
C 2.814 -0.920 -1.404
H -3.329 -2.950 -1.849
H -0.738 -3.572 -0.362
H 1.422 3.638 -1.532
H 0.076 2.666 -2.198
H 1.710 1.961 -2.074
H -0.077 4.123 1.036
H -0.939 2.742 1.791
H -1.442 3.327 0.199
H 2.397 3.131 1.231
H 2.917 1.553 0.601
H 1.893 1.632 2.061
H -5.091 0.847 -2.324
H -5.612 -0.056 -0.847
H -4.481 -0.778 -2.110
H -4.716 2.681 0.120
H -3.263 2.496 1.130
H -4.630 1.348 1.314
H -3.895 2.222 -2.615
H -2.124 1.927 -2.558
H -2.901 3.163 -1.469
H 2.798 -3.664 -0.616
H 1.244 -3.445 -1.470
H 1.264 -3.956 0.247
H 3.714 -1.813 1.354
H 2.234 -1.812 2.353
H 2.873 -0.293 1.719
H 3.737 -1.517 -1.416
H 3.043 0.147 -1.282
H 2.300 -1.072 -2.362
C 1.046 -2.556 -4.464
C 1.654 -2.132 -5.664
C 2.370 -3.068 -6.415
C 2.411 -4.411 -5.981
C 1.624 -4.810 -4.909
C 0.787 -3.921 -4.243
O 0.837 -1.569 -3.505
H 0.661 -2.031 -2.612
H 1.644 -1.066 -5.893
H 2.928 -2.688 -7.269
H 3.014 -5.185 -6.448
H 1.659 -5.843 -4.590
H 0.074 -4.302 -3.509
C -5.425 -3.062 4.313
C -5.224 -2.867 2.939
C -4.031 -2.313 2.467
C -2.998 -2.000 3.364
C -3.199 -2.196 4.741
C -4.412 -2.707 5.208
P -1.388 -1.369 2.857
C -1.075 0.225 3.617
C -2.188 1.028 3.951
C -2.014 2.291 4.524
C -0.714 2.782 4.749
C 0.385 1.985 4.421
C 0.216 0.747 3.833
C -0.156 -2.545 3.509
C 0.524 -2.339 4.723
C 1.577 -3.189 5.086
C 1.899 -4.302 4.308
C 1.155 -4.569 3.161
C 0.105 -3.732 2.782
H -6.372 -3.484 4.686
H -6.014 -3.162 2.248
H -3.905 -2.126 1.396
H -2.405 -1.954 5.448
H -4.569 -2.840 6.282
H -3.202 0.644 3.788
H -2.893 2.885 4.821
H -0.594 3.763 5.228
H 1.377 2.336 4.704
H 1.093 0.175 3.537
H 0.225 -1.524 5.393
H 2.142 -2.983 5.993
H 2.692 -4.991 4.593
H 1.378 -5.461 2.571
H -0.530 -3.982 1.914
*
```

Results
* ΔE to the lowest compared entry with this formula, charge and spin: 234.1 kJ/mol
* lowest unoccupied orbital energy (alpha / beta): -11.143 / -10.131 eV
* gap between HOMO and LUMO (alpha / beta): 3.40 / 4.42 eV
* calculated total energy: -82152.5140 eV

---

No. 2
C30H50BrMnN3P2S | ωB97M-V/def2-TZVPD

Geometry as ORCA input:
```
! RIJCOSX wB97M-V def2-TZVPD def2/J DEFGRID3
* xyz 2 6
C 0.477 -2.345 4.164
C -0.367 -2.684 3.080
C -1.747 -2.842 3.317
C -2.157 -2.998 4.635
N -1.317 -2.850 5.646
C -0.050 -2.541 5.442
C 0.072 -2.848 1.757
C 0.321 -2.764 0.537
C 0.764 -2.987 -0.756
C 0.741 -2.077 -1.868
C 1.180 -2.571 -3.097
C 1.842 -3.785 -3.148
C 1.756 -4.722 -2.148
C 1.206 -4.336 -0.926
Mn 1.837 -0.066 -2.048
P -0.547 1.188 1.367
H -2.461 -2.915 2.486
H 1.499 -1.993 4.020
H -3.185 -3.259 4.842
H 0.585 -2.441 6.309
H 1.136 -5.021 -0.067
H 0.097 -1.155 -1.939
H 2.119 -5.716 -2.301
H 1.088 -1.921 -3.961
C -0.844 2.970 0.990
C -1.805 3.764 1.863
H -1.196 2.981 -0.054
H 0.148 3.446 0.979
H -1.882 4.770 1.434
H -2.817 3.341 1.885
H -1.444 3.887 2.890
C -2.169 0.595 2.029
C -2.501 0.829 3.487
H -2.168 -0.485 1.813
H -2.935 1.043 1.385
H -3.513 0.452 3.661
H -1.837 0.284 4.165
H -2.511 1.889 3.761
C 0.503 1.187 2.888
C 0.398 2.338 3.866
H 1.533 1.103 2.515
H 0.289 0.231 3.387
H 1.171 2.194 4.625
H 0.573 3.316 3.409
H -0.556 2.358 4.400
Br 2.956 -3.939 -4.713
P -2.009 0.046 -1.772
C -3.422 1.000 -1.193
C -4.414 1.547 -2.218
H -3.003 1.850 -0.630
H -3.958 0.382 -0.458
H -5.161 2.160 -1.687
H -3.923 2.186 -2.965
H -4.954 0.741 -2.738
C -1.560 0.694 -3.444
C -2.179 0.095 -4.713
H -0.460 0.605 -3.540
H -1.754 1.780 -3.436
H -1.697 0.546 -5.600
H -2.028 -0.993 -4.780
H -3.257 0.304 -4.793
C -2.550 -1.691 -1.966
C -3.975 -1.968 -2.449
H -2.423 -2.128 -0.960
H -1.828 -2.224 -2.604
H -4.130 -3.060 -2.486
H -4.735 -1.553 -1.771
H -4.157 -1.578 -3.462
C 3.890 -0.607 -2.233
N 4.456 0.498 -1.487
C 5.784 0.365 -0.980
C 3.667 1.534 -1.117
S 2.475 2.234 -2.055
N 4.143 2.251 -0.035
C 5.007 3.333 -0.501
C 3.246 2.601 1.050
H 4.664 -1.205 -2.703
H 3.224 -0.254 -3.067
H 3.330 -1.301 -1.563
H 6.486 1.001 -1.524
H 5.812 0.694 0.054
H 6.106 -0.657 -1.046
H 4.485 4.285 -0.372
H 5.945 3.340 0.044
H 5.210 3.211 -1.566
H 2.339 3.057 0.640
H 2.955 1.694 1.592
H 3.753 3.297 1.726
*
```

Results
* ΔE to the lowest compared entry with this formula, charge and spin: 391.9 kJ/mol
* lowest unoccupied orbital energy (alpha / beta): -7.028 / -7.719 eV
* gap between HOMO and LUMO (alpha / beta): 5.30 / 4.52 eV
* calculated total energy: -167146.8563 eV

---

No. 3
C22H35AsBr2NNiO4 | ωB97M-V/def2-TZVPD

Geometry as ORCA input:
```
! RIJCOSX wB97M-V def2-TZVPD def2/J DEFGRID3
* xyz 1 1
Ni -0.281 -0.167 0.168
C -2.356 2.361 0.817
O -2.290 1.154 0.070
C -2.689 1.269 -1.280
C -2.727 -0.130 -1.843
O -1.464 -0.769 -1.603
C -1.488 -2.147 -1.998
C -0.180 -2.793 -1.616
O 0.065 -2.484 -0.260
C 1.246 -3.092 0.249
H -1.627 3.091 0.456
H -2.123 2.105 1.849
H -3.360 2.787 0.763
H -1.986 1.898 -1.832
H -3.684 1.720 -1.362
H -2.917 -0.107 -2.919
H -3.519 -0.710 -1.361
H -1.638 -2.207 -3.080
H -2.324 -2.648 -1.504
H 0.642 -2.425 -2.236
H -0.259 -3.876 -1.767
H 2.123 -2.766 -0.318
H 1.164 -4.180 0.203
H 1.342 -2.774 1.285
C -2.986 -2.107 1.126
C -2.123 -1.572 2.216
C -2.438 -1.902 3.556
C -1.682 -1.432 4.583
C -0.573 -0.604 4.306
C 0.296 -0.032 5.270
Br 0.012 -0.354 7.107
C 1.338 0.759 4.880
C 1.574 1.021 3.516
Br 3.028 2.124 3.047
C 0.764 0.490 2.540
O 0.922 0.688 1.244
C -0.318 -0.329 2.954
N -1.089 -0.812 1.919
H -4.039 -1.925 1.344
H -2.850 -3.185 1.024
H -2.731 -1.624 0.192
H -3.297 -2.532 3.744
H -1.922 -1.680 5.608
H 1.997 1.196 5.617
C 3.629 -0.146 -0.368
C 2.937 1.149 -0.762
As 1.141 0.882 -1.428
C 1.408 0.024 -3.158
C 2.166 0.843 -4.195
C 0.561 2.687 -1.909
C 1.677 3.691 -2.181
H 4.634 0.061 0.003
H 3.732 -0.837 -1.208
H 3.084 -0.643 0.434
H 3.488 1.692 -1.531
H 2.830 1.798 0.106
H 0.413 -0.248 -3.517
H 1.933 -0.911 -2.952
H 1.613 1.735 -4.488
H 2.334 0.254 -5.097
H 3.143 1.159 -3.828
H -0.051 3.035 -1.077
H -0.101 2.588 -2.773
H 2.250 3.897 -1.278
H 1.253 4.638 -2.519
H 2.372 3.351 -2.948
*
```

Results
* lowest unoccupied orbital energy (alpha / beta): -2.714 / -2.715 eV
* gap between HOMO and LUMO (alpha / beta): 7.58 / 7.58 eV
* calculated total energy: -275022.9942 eV

---

No. 4
C13H17LiN2O4PS | ωB97M-V/def2-TZVPD

Geometry as ORCA input:
```
! RIJCOSX wB97M-V def2-TZVPD def2/J DEFGRID3
* xyz 1 1
N -2.156 0.346 2.135
C -2.223 -0.342 0.801
C -2.663 0.701 -0.322
C -2.096 0.377 -1.760
C -0.953 1.340 -2.262
C 0.118 1.684 -1.111
C 0.849 0.416 -0.566
C 0.928 -0.765 -1.450
C 1.559 -1.986 -0.994
C 2.124 -2.010 0.368
C 2.097 -0.861 1.234
C 1.448 0.397 0.780
P 1.494 1.788 2.009
O 0.770 1.363 3.469
O 0.905 3.250 1.441
S 3.370 2.078 2.424
C 2.688 -3.455 0.564
O 3.438 -3.906 1.363
N 2.104 -4.224 -0.541
C 1.780 -3.372 -1.686
O 1.748 -3.680 -2.829
H -2.761 1.176 2.126
H -1.207 0.725 2.187
H -1.267 -0.867 0.561
H -3.006 -1.139 0.927
H -3.785 0.597 -0.394
H -2.489 1.765 0.022
H -1.751 -0.689 -1.826
H -2.960 0.460 -2.481
H -1.407 2.334 -2.566
H -0.445 0.926 -3.176
H -0.456 2.268 -0.334
H 0.903 2.311 -1.625
H 0.512 -0.769 -2.486
H 2.542 -0.929 2.257
H 0.439 0.443 3.395
H -0.073 3.168 1.521
H 1.212 -4.603 -0.200
Li -1.330 3.684 -0.977
*
```

Results
* lowest unoccupied orbital energy: -5.285 eV
* gap between HOMO and LUMO: 6.14 eV
* calculated total energy: -45248.5753 eV

---

No. 5
C36H71NO18P | ωB97M-V/def2-TZVPD

Geometry as ORCA input:
```
! RIJCOSX wB97M-V def2-TZVPD def2/J DEFGRID3
* xyz 0 2
C 6.708 -3.031 0.533
C 7.243 -1.826 -0.278
C 6.141 -0.998 -0.891
O 6.320 -0.438 -1.892
O 4.989 -0.937 -0.200
C 3.834 -1.278 -0.999
C 2.810 -0.149 -0.961
C 1.397 -0.562 -0.532
P 0.533 1.060 -0.097
C -1.195 0.717 0.478
C 1.376 1.786 1.377
C 1.407 -1.447 0.769
C 0.943 -2.902 0.561
C 1.692 -3.744 1.617
C -0.548 -3.029 0.903
N 1.310 -3.444 -0.763
O 1.067 -4.700 -0.871
C 0.746 -2.692 -1.919
C -0.560 -3.279 -2.456
C 1.774 -2.864 -3.084
C 0.540 -1.179 -1.652
H 6.063 -3.658 -0.075
H 7.574 -3.597 0.866
H 6.194 -2.647 1.407
H 7.953 -2.151 -1.026
H 7.762 -1.196 0.445
H 4.109 -1.448 -2.034
H 3.464 -2.229 -0.618
H 2.789 0.430 -1.879
H 3.165 0.546 -0.200
H -1.404 -0.354 0.480
H -1.375 1.085 1.486
H -1.904 1.197 -0.186
H 1.360 1.140 2.260
H 0.860 2.702 1.654
H 2.401 2.067 1.164
H 2.424 -1.478 1.159
H 0.785 -0.977 1.521
H 2.761 -3.550 1.553
H 1.380 -3.351 2.585
H 1.445 -4.796 1.560
H -0.676 -2.581 1.887
H -1.212 -2.489 0.235
H -0.847 -4.066 1.016
H -0.839 -2.619 -3.283
H -0.427 -4.257 -2.894
H -1.373 -3.226 -1.739
H 1.683 -2.070 -3.819
H 1.498 -3.781 -3.601
H 2.784 -3.022 -2.728
H -0.522 -0.991 -1.490
H 0.791 -0.656 -2.570
C 1.502 -1.967 7.256
C 2.841 -1.340 7.586
O 3.823 -1.636 6.583
C 3.732 -0.923 5.460
O 2.922 -0.060 5.227
O 4.690 -1.337 4.626
C 4.656 -0.708 3.345
H 1.614 -3.038 7.083
H 0.796 -1.812 8.072
H 1.078 -1.534 6.350
H 3.226 -1.761 8.513
H 2.757 -0.263 7.726
H 4.663 0.377 3.438
H 3.778 -1.036 2.791
H 5.546 -1.017 2.804
C 0.888 4.134 6.149
C 0.085 3.342 5.138
O -1.317 3.363 5.447
C -1.961 4.486 5.123
O -1.481 5.455 4.593
O -3.237 4.354 5.499
C -4.035 5.519 5.286
H 0.676 3.785 7.161
H 1.955 4.030 5.954
H 0.633 5.193 6.111
H 0.388 2.297 5.172
H 0.254 3.699 4.122
H -3.967 5.859 4.255
H -3.729 6.312 5.967
H -5.064 5.244 5.501
C -6.504 3.044 -3.868
C -4.998 3.082 -3.714
O -4.540 2.117 -2.756
C -4.492 0.856 -3.186
O -4.779 0.465 -4.288
O -4.076 0.090 -2.170
C -4.049 -1.308 -2.461
H -6.991 3.154 -2.898
H -6.843 3.844 -4.525
H -6.833 2.094 -4.288
H -4.692 4.054 -3.329
H -4.492 2.936 -4.669
H -3.473 -1.511 -3.362
H -5.064 -1.691 -2.563
H -3.572 -1.805 -1.620
C -8.994 8.511 -0.645
C -10.101 7.752 -1.346
O -9.697 6.417 -1.681
C -9.698 5.545 -0.671
O -10.014 5.774 0.468
O -9.270 4.369 -1.141
C -9.136 3.354 -0.144
H -8.080 8.487 -1.240
H -9.285 9.549 -0.484
H -8.764 8.065 0.322
H -10.339 8.237 -2.292
H -11.014 7.732 -0.751
H -10.058 3.234 0.422
H -8.309 3.591 0.524
H -8.916 2.425 -0.663
C 4.039 -6.291 -7.447
C 5.480 -5.906 -7.713
O 5.797 -4.626 -7.148
C 6.004 -4.616 -5.829
O 5.964 -5.570 -5.095
O 6.255 -3.356 -5.460
C 6.418 -3.181 -4.052
H 3.365 -5.503 -7.789
H 3.790 -7.218 -7.963
H 3.860 -6.432 -6.382
H 5.643 -5.807 -8.785
H 6.172 -6.663 -7.345
H 7.169 -3.861 -3.654
H 5.464 -3.332 -3.546
H 6.746 -2.158 -3.886
*
```

Results
* lowest unoccupied orbital energy (alpha / beta): 0.433 / -0.006 eV
* gap between HOMO and LUMO (alpha / beta): 8.30 / 7.86 eV
* calculated total energy: -86116.2339 eV

---

No. 6
C5H9N2 | ωB97M-V/def2-TZVPD

Geometry as ORCA input:
```
! RIJCOSX wB97M-V def2-TZVPD def2/J DEFGRID3
* xyz 1 1
H -0.522 1.856 -1.983
N -0.188 1.405 -1.137
C -0.787 0.322 -0.854
C -1.931 -0.453 -1.351
C -0.166 -0.256 0.406
C 1.473 -0.368 0.335
N 1.645 -0.265 1.788
C 0.752 0.660 1.101
H -1.916 -1.427 -1.091
H -1.875 -0.332 -2.443
H -2.804 -0.227 -0.891
H -0.544 -1.144 1.006
H 2.268 -0.337 -0.407
H 1.222 -1.119 2.160
H 2.533 -0.021 2.132
H 0.838 1.707 1.228
*
```

Results
* ΔE to the lowest compared entry with this formula, charge and spin: 501.1 kJ/mol
* lowest unoccupied orbital energy: -3.173 eV
* gap between HOMO and LUMO: 11.29 eV
* structure (SMILES): [H]/N=C(\C)[C@H]1[C@@H]2[NH2+][C@@H]21
* calculated total energy: -8300.5385 eV

---

No. 7
C4H9NOS2 | ωB97M-V/def2-TZVPD

Geometry as ORCA input:
```
! RIJCOSX wB97M-V def2-TZVPD def2/J DEFGRID3
* xyz 1 2
N 1.073 -1.984 1.146
C 1.335 -1.011 0.061
C 1.462 -1.997 -1.153
O 0.931 -1.812 -2.245
C 0.148 -0.011 -0.232
S -0.039 1.001 1.236
S -2.038 1.387 1.241
C -1.957 2.638 -0.068
H 0.128 -2.340 1.024
H 1.100 -1.379 1.968
H 2.338 -0.494 0.126
H 2.075 -2.856 -0.784
H 0.257 0.523 -1.214
H -0.877 -0.423 -0.217
H -2.919 3.317 0.014
H -1.136 3.315 0.117
H -1.882 2.127 -1.018
*
```

Results
* ΔE to the lowest compared entry with this formula, charge and spin: 112.4 kJ/mol
* lowest unoccupied orbital energy (alpha / beta): -4.539 / -8.670 eV
* gap between HOMO and LUMO (alpha / beta): 9.23 / 5.02 eV
* calculated total energy: -29492.1777 eV

---

No. 8
C2H4ClI | ωB97M-V/def2-TZVPD

Geometry as ORCA input:
```
! RIJCOSX wB97M-V def2-TZVPD def2/J DEFGRID3
* xyz 0 1
C -0.655 -0.168 -0.252
C 0.414 -0.026 -0.975
Cl 1.776 -1.031 -0.997
H -1.349 0.616 -0.268
H -0.525 -0.842 0.550
H 0.413 0.920 -1.551
I 1.900 -1.418 2.398
H 1.877 -2.802 1.428
*
```

Results
* ΔE to the lowest compared entry with this formula, charge and spin: 120.3 kJ/mol
* lowest unoccupied orbital energy: 0.331 eV
* gap between HOMO and LUMO: 9.91 eV
* structure (SMILES): C=CCl.I
* calculated total energy: -22760.4832 eV